102
Properties=species:S:1:pos:R:3:lowdin_charge:R:1 method="wB97M-V/def2-TZVPD" s2=3.787 homo_energy_ev="-9.400 / -9.372" total_energy_ev=-96289.145 gap_ev="9.6 / 9.6" total_charge=0 spin_multiplicity=4
Cr 0.084 -0.723 0.228 0.93
P -0.518 -1.539 -1.868 0.21
O -1.585 -1.326 -0.728 -0.35
O 0.532 -2.313 -0.876 -0.38
O 0.136 -0.078 -1.605 -0.41
O -0.914 -2.079 -3.163 -0.25
C 2.553 4.482 -0.897 -0.17
O 3.485 5.141 -0.092 -0.14
H 1.626 4.252 -0.353 0.06
H 2.258 5.047 -1.807 0.09
H 3.118 3.597 -1.231 0.08
H 3.478 6.098 -0.379 0.11
C -2.017 -5.103 1.550 -0.14
O -2.062 -4.064 0.596 -0.11
H -2.904 -5.761 1.583 0.09
H -1.120 -5.731 1.480 0.08
H -1.837 -4.739 2.561 0.07
H -1.848 -4.421 -0.274 0.07
C -0.907 -1.846 2.933 -0.07
O -0.336 -2.106 1.664 -0.21
H -0.408 -1.020 3.423 0.08
H -1.957 -1.909 2.863 0.09
H -0.642 -2.722 3.583 0.10
H -0.899 -2.774 1.162 0.09
C 4.347 3.583 2.752 -0.06
O 2.900 3.431 2.934 -0.15
H 4.754 2.704 2.370 0.05
H 4.520 4.282 1.914 0.08
H 4.820 3.876 3.688 0.09
H 2.561 4.271 2.609 0.07
C 1.794 -0.299 -4.889 -0.16
O 1.796 1.061 -4.461 -0.12
H 0.895 -0.870 -4.710 0.04
H 1.880 -0.348 -5.974 0.07
H 2.663 -0.823 -4.447 0.08
H 1.327 1.102 -3.633 0.04
C -1.322 -5.816 -3.185 -0.18
O -1.833 -4.750 -2.469 -0.12
H -1.872 -5.960 -4.109 0.08
H -0.308 -5.658 -3.416 0.06
H -1.268 -6.752 -2.597 0.09
H -1.588 -3.918 -2.914 0.04
C -1.514 5.587 -0.741 -0.15
O -0.864 4.545 -0.124 -0.17
H -2.369 5.207 -1.318 0.09
H -1.947 6.163 0.138 0.10
H -0.778 6.205 -1.288 0.09
H -0.836 3.733 -0.656 0.07
C -2.626 1.712 -2.659 -0.15
O -1.639 2.107 -1.750 -0.17
H -2.778 2.516 -3.450 0.10
H -2.397 0.790 -3.261 0.07
H -3.567 1.524 -2.138 0.08
H -0.954 1.388 -1.732 0.04
C 2.445 -3.156 3.351 -0.13
O 2.204 -2.121 4.307 -0.14
H 1.413 -3.562 3.170 0.08
H 2.795 -2.838 2.377 0.06
H 3.023 -4.004 3.737 0.08
H 3.036 -1.661 4.388 0.07
C -5.112 -1.458 -0.393 -0.17
O -4.114 -1.469 0.583 -0.12
H -5.530 -2.465 -0.599 0.09
H -5.858 -0.794 0.037 0.07
H -4.880 -0.945 -1.329 0.07
H -3.326 -1.634 0.110 -0.01
C -1.945 1.286 1.241 -0.07
O -0.581 0.953 1.156 -0.19
H -2.449 1.100 0.259 0.10
H -2.445 0.656 1.945 0.08
H -1.954 2.339 1.618 0.11
H -0.019 1.457 1.770 0.07
C 2.127 -4.930 -0.372 -0.18
O 2.944 -3.855 0.023 -0.14
H 2.571 -5.828 0.088 0.08
H 1.108 -4.838 0.011 0.06
H 2.078 -5.038 -1.479 0.09
H 2.402 -3.085 -0.248 0.04
C -0.374 4.394 3.643 -0.16
O 0.301 4.390 2.417 -0.15
H -0.932 3.466 3.754 0.07
H 0.349 4.444 4.477 0.09
H -1.004 5.301 3.782 0.09
H -0.263 4.457 1.623 0.05
C 2.825 0.442 0.211 -0.09
O 1.918 -0.027 1.189 -0.18
H 3.867 0.483 0.564 0.10
H 2.708 -0.272 -0.622 0.09
H 2.470 1.403 -0.196 0.09
H 1.825 0.704 1.893 0.09
C -2.055 0.355 -5.806 -0.18
O -3.116 -0.430 -5.313 -0.13
H -1.095 0.115 -5.323 0.06
H -1.948 0.131 -6.880 0.09
H -2.268 1.376 -5.605 0.06
H -2.683 -1.318 -5.342 0.09
C 1.409 0.995 4.461 -0.06
O 1.090 1.561 3.172 -0.22
H 0.499 0.890 5.070 0.09
H 1.701 -0.030 4.282 0.05
H 2.111 1.677 4.930 0.09
H 1.622 2.429 3.033 0.07